[1]
C4H12NO | ωB97M-V with the def2-TZVPD basis set

```
18
Properties=species:S:1:pos:R:3:forces:R:3:lowdin_charge:R:1
H 1.11682 -1.29675 -0.94421 -0.114 -0.263 -0.281 0.063
H 1.44900 2.42702 1.33131 -0.336 0.253 -0.046 0.098
H -2.87659 -1.48486 -2.40227 -0.063 -0.390 -0.037 0.056
C 0.39692 0.79402 0.71871 -0.067 0.650 -1.021 -0.292
H 2.25640 0.17918 1.48432 -0.048 0.065 0.018 0.127
H -0.48263 0.00081 -0.98190 0.058 0.139 -0.256 0.143
C 1.43122 -0.26441 0.92946 -0.158 0.138 0.287 -0.194
H -0.22826 2.82950 0.62427 -0.243 0.220 -0.151 0.082
C 0.51774 2.10122 0.87158 0.843 -0.624 0.747 0.127
H -1.26284 -0.47598 0.30398 -0.470 0.513 0.224 0.160
H -2.60250 -2.25040 -1.04746 -0.321 0.044 -0.622 0.058
H 2.48228 -0.17872 -0.99746 -0.119 0.245 0.022 0.093
C 1.93319 -0.87598 -0.36938 0.295 -0.138 0.033 -0.075
H 2.62296 -1.68667 -0.14970 -0.058 -0.128 0.018 0.090
N -0.79578 0.35349 -0.07642 0.825 -0.750 0.053 0.226
O -2.76167 -1.38625 -1.45433 0.523 0.317 0.729 -0.049
H -1.41322 1.13559 -0.26751 -0.504 -0.128 0.215 0.165
H 1.02007 -1.04148 1.57382 -0.041 -0.164 0.069 0.124
```
Forces are in eV/Å.

As for the energy above the lowest of the compared OMol25 structures with the same formula, charge and spin: 1.058 eV. The calculation puts the frontier orbital gap at 11.4 eV. Its total energy is -7873.23340 eV. The total charge is +1. Its spin multiplicity is 1.

---

[2]
CH4N2O2S | ωB97M-V with the def2-TZVPD basis set

```
10
Properties=species:S:1:pos:R:3:forces:R:3:lowdin_charge:R:1
C -0.75526 -0.05796 -0.05955 -3.577 3.766 -0.842 -0.586
H 2.07141 -0.77603 0.66002 1.172 0.196 -1.385 0.030
O 1.41271 -0.97005 1.29862 -2.350 0.167 2.404 -0.290
H -0.39305 2.02622 -0.08904 -0.388 -0.429 0.291 0.098
S 0.13826 -1.60174 0.48915 1.467 0.586 -0.952 0.974
N -0.11067 1.10106 -0.36943 6.702 -0.478 -0.259 0.025
H -2.18741 1.11098 -0.62842 0.287 -1.248 0.363 0.064
H 0.94699 0.99593 -0.35867 -1.764 0.735 -0.082 0.105
N -2.02163 0.15814 -0.23217 -0.416 -2.740 1.000 0.058
O 0.89866 -1.98654 -0.71051 -1.133 -0.555 -0.539 -0.477
```
Forces are in eV/Å.

As for the energy above the lowest of the compared OMol25 structures with the same formula, charge and spin: 2.167 eV. The calculation puts the frontier orbital gap at 10.0 eV. Its total energy is -19009.75646 eV. Its spin multiplicity is 1.

---

[3]
C4H3F5INO | ωB97M-V with the def2-TZVPD basis set

```
15
Properties=species:S:1:pos:R:3:forces:R:3:lowdin_charge:R:1
H 0.28478 -0.98145 0.14636 -0.093 0.086 -0.077 0.082
F 0.23338 0.97583 -2.50899 -0.012 0.194 -0.047 0.090
C 0.83794 0.09020 -1.66944 -0.668 -0.126 -0.055 -0.579
C 2.08541 0.73276 -1.13995 0.179 0.163 0.222 -0.632
C 0.14730 2.70166 0.29127 2.061 -0.997 -1.750 -0.392
C -0.19615 -0.36146 -0.61651 0.569 -0.206 -0.285 -0.122
N -0.32527 1.53948 0.82126 -0.458 0.285 1.111 0.063
H -0.94610 -0.95759 -1.14337 0.180 0.095 0.030 0.150
F 2.97280 1.02055 -2.11658 -0.464 -0.059 0.418 -0.031
O -0.96933 0.67525 -0.03228 -0.330 0.389 -0.050 -0.071
I 3.01814 -0.17985 0.53268 -0.101 0.240 -0.354 0.906
F -0.51865 3.28954 -0.66631 -0.481 0.021 0.419 0.180
F 1.08121 -1.01309 -2.47271 0.269 0.108 0.439 0.062
F 0.77081 3.53991 1.09173 -0.536 -0.317 0.291 0.158
H 0.23976 1.10720 1.55280 -0.117 0.127 -0.310 0.137
```
Forces are in eV/Å.

As for the energy above the lowest of the compared OMol25 structures with the same formula, charge and spin: 2.576 eV. The calculation puts the frontier orbital gap (spin up / spin down) at 9.0 / 6.1 eV. Its total energy is -29416.62712 eV. Its spin multiplicity is 1.

---

[4]
C2H3F3 | ωB97M-V with the def2-TZVPD basis set

```
8
Properties=species:S:1:pos:R:3:forces:R:3:lowdin_charge:R:1
H 0.76760 0.35869 1.31165 0.286 0.112 1.029 0.148
H -0.99154 -1.35279 0.34254 1.460 1.676 -0.105 0.164
C -0.60152 -0.37563 -0.13262 -3.732 -1.795 -1.017 -0.076
F -1.79649 0.44674 -0.14196 1.935 -0.526 0.329 -0.076
H -0.40442 -0.61716 -1.15235 -0.238 -0.296 -1.100 0.111
F 0.66113 1.52302 -0.22019 -0.372 2.698 -1.147 0.137
F 1.73177 -0.30497 -0.26172 -0.204 -0.777 -0.137 0.062
C 0.63347 0.32210 0.25465 0.866 -1.091 2.148 -0.470
```
Forces are in eV/Å.

As for the energy above the lowest of the compared OMol25 structures with the same formula, charge and spin: 1.412 eV. The calculation puts the frontier orbital gap at 13.3 eV. Its total energy is -10274.31747 eV. The SMILES is FCC(F)F. Its spin multiplicity is 1.

---

M list, top to bottom, in g/mol: 90.15 108.12 302.97 84.04